Entry 1:
This record from the Open Molecules 2025 dataset describes a structure of composition C17H33NO2P2Pb at a distorted geometry. The level of theory is the ωB97M-V functional and the def2-TZVPD basis.

ORCA input file:
```
! wB97M-V def2-TZVPD RIJCOSX def2/J DEFGRID3
* xyz 0 1
Pb -0.008 -0.925 0.009
P 3.271 0.000 -0.037
P -2.618 0.187 0.385
N -0.526 -0.037 -1.942
H 1.867 -0.454 0.180
C 4.109 -1.322 -0.903
H 5.200 -1.190 -0.849
H 3.798 -1.335 -1.959
H 3.839 -2.283 -0.437
C 3.947 0.269 1.598
H 5.044 0.341 1.538
H 3.688 -0.580 2.249
H 3.557 1.194 2.045
C 3.098 1.492 -1.001
H 4.082 1.964 -1.157
H 2.435 2.204 -0.488
H 2.656 1.259 -1.982
C -3.899 -0.859 -0.413
H -4.897 -0.452 -0.179
H -3.812 -1.890 -0.034
H -3.746 -0.853 -1.504
C -3.233 0.296 2.099
H -4.310 0.507 2.078
H -2.710 1.097 2.635
H -3.058 -0.663 2.609
C -3.009 1.833 -0.316
H -4.085 2.032 -0.218
H -2.724 1.860 -1.376
H -2.434 2.600 0.217
C -0.298 0.991 -2.727
C 0.040 1.817 -5.024
C -0.158 0.767 -4.149
C -0.203 2.364 -2.275
C -0.022 3.401 -3.167
C 0.094 3.140 -4.543
H 0.148 1.617 -6.090
H -0.228 -0.270 -4.493
H -0.293 2.552 -1.199
H 0.026 4.426 -2.790
H 0.220 3.971 -5.235
C -1.356 -3.671 2.254
O -2.539 -3.454 1.984
C -0.451 -4.531 1.393
H 0.048 -5.300 1.994
H 0.345 -3.939 0.905
H -1.074 -5.001 0.630
C -0.704 -3.045 3.465
H -1.168 -3.480 4.362
H -0.913 -1.970 3.486
H 0.382 -3.190 3.500
C 0.479 0.856 2.864
C 0.219 1.122 1.431
O 0.243 2.189 0.866
H 0.391 -0.219 3.084
H -0.254 1.394 3.493
H 1.502 1.175 3.135
*
```

E_LUMO: -0.32 eV
E_tot: -47569.3357 eV
relative energy (zero: lowest compared OMol25 entry of this formula, charge and spin): 0.0 kJ/mol

=====

Entry 2:
This record from the Open Molecules 2025 dataset describes a cluster of 2 separate species, C4H12NO3 in total at a distorted geometry. The level of theory is the ωB97M-V functional and the def2-TZVPD basis.

ORCA input file:
```
! wB97M-V def2-TZVPD RIJCOSX def2/J DEFGRID3
* xyz 1 1
C -2.044 -0.724 -0.816
C -1.596 0.339 0.153
C -0.083 0.390 0.445
C 0.742 -0.467 -0.637
O 1.708 0.242 -1.127
O 0.895 -1.701 -0.403
N -1.945 -2.071 -0.306
H -1.499 -0.736 -1.826
H -3.088 -0.548 -1.081
H -1.864 1.357 -0.115
H -2.090 0.046 1.078
H 0.354 1.387 0.409
H 0.253 -0.014 1.403
H 2.565 -0.200 -0.985
H -2.439 -2.741 -0.873
H -1.090 -2.339 0.048
H -0.009 -1.034 -1.391
H 1.918 3.461 3.052
H 2.919 3.545 1.872
O 1.998 3.378 2.101
*
```

E_LUMO: -7.68 eV
E_tot: -11963.4155 eV
relative energy (zero: lowest compared OMol25 entry of this formula, charge and spin): 596.3 kJ/mol

=====

Entry 3:
This record from the Open Molecules 2025 dataset describes an isolated molecule of C3H2ClNO2 at a distorted geometry. The level of theory is the ωB97M-V functional and the def2-TZVPD basis.

ORCA input file:
```
! wB97M-V def2-TZVPD RIJCOSX def2/J DEFGRID3
* xyz 0 1
O -0.253 2.420 -1.002
C -0.577 1.425 -0.437
C -1.582 0.501 0.207
O -2.579 0.043 0.590
N -0.185 0.217 0.093
C 1.022 -1.002 0.302
Cl 2.019 -0.686 -1.144
H 0.621 -2.047 0.208
H 1.515 -0.871 1.182
*
```

E_LUMO: 0.30 eV
E_tot: -21247.9944 eV
relative energy (zero: lowest compared OMol25 entry of this formula, charge and spin): 267.3 kJ/mol
SMILES: O=c1c(=O)n1CCl

=====

Entry 4:
This record from the Open Molecules 2025 dataset describes a structure of composition C22H36N7O11P3STi. The level of theory is the ωB97M-V functional and the def2-TZVPD basis.

ORCA input file:
```
! wB97M-V def2-TZVPD RIJCOSX def2/J DEFGRID3
* xyz 0 1
Ti -0.052 0.668 0.079
O -1.378 -2.873 -2.253
C -0.158 -3.406 -2.499
C -0.092 -4.467 -3.402
C 1.122 -5.053 -3.703
C 2.295 -4.591 -3.114
C 2.232 -3.544 -2.215
C 1.017 -2.938 -1.890
C 0.985 -1.826 -0.918
O -0.165 -1.205 -0.731
N 2.042 -1.508 -0.249
N 1.668 -0.522 0.661
C 2.252 -0.585 1.799
C 1.678 -0.032 3.001
C 2.410 -0.041 4.195
C 1.803 0.226 5.400
C 0.424 0.440 5.437
C -0.319 0.434 4.277
C 0.307 0.257 3.039
O -0.448 0.298 1.935
H -1.222 -2.068 -1.712
H -1.012 -4.806 -3.859
H 1.157 -5.874 -4.408
H 3.247 -5.044 -3.355
H 3.128 -3.165 -1.740
H 3.120 -1.236 1.880
H 3.470 -0.260 4.147
H 2.382 0.242 6.313
H -0.067 0.617 6.385
H -1.390 0.600 4.296
N 0.517 3.238 -4.263
C -0.297 2.207 -3.494
C -1.457 1.735 -4.354
P -0.864 3.087 -1.978
O 0.507 3.800 -1.567
O -1.892 4.068 -2.354
O -1.194 2.002 -0.953
P 0.960 0.892 -3.101
O 0.224 -0.470 -3.517
O 2.109 1.176 -4.000
O 1.144 0.905 -1.602
H -0.060 3.755 -4.923
H 1.297 2.713 -4.707
H 0.937 3.889 -3.588
H -2.116 2.576 -4.582
H -2.034 0.995 -3.802
H -1.110 1.264 -5.276
H 0.983 3.283 -0.879
H 0.727 -0.945 -4.191
S -2.721 0.064 0.010
C -2.803 -1.563 0.568
N -2.091 -1.982 1.604
C -1.914 -3.390 1.936
C -3.183 -4.147 1.587
C -3.555 -3.870 0.141
N -3.583 -2.429 -0.083
H -1.452 -1.287 1.980
H -1.694 -3.461 3.001
H -1.057 -3.792 1.386
H -3.991 -3.823 2.247
H -3.036 -5.216 1.735
H -4.542 -4.270 -0.090
H -2.832 -4.325 -0.542
H -3.977 -2.080 -0.942
N 4.211 2.109 2.202
C 1.972 4.560 1.306
P 0.814 3.462 1.732
O 0.668 3.018 3.169
O 0.848 2.222 0.687
C -0.972 4.008 1.510
N -1.770 3.043 2.350
H 3.592 2.042 3.005
H 4.120 3.088 1.933
H 3.710 1.635 1.455
H 2.271 4.697 0.277
H 2.249 5.314 2.028
H -1.374 4.048 0.503
H -1.053 4.987 1.978
H -2.624 3.434 2.739
H -1.042 2.803 3.087
H -2.006 2.191 1.840
*
```

E_LUMO: -0.27 eV
E_tot: -118180.7707 eV
relative energy (zero: lowest compared OMol25 entry of this formula, charge and spin): 122.8 kJ/mol

=====

Entry 5:
This record from the Open Molecules 2025 dataset describes a cluster of 11 separate species, C41H95Cl15N6 in total at a distorted geometry. The level of theory is the ωB97M-V functional and the def2-TZVPD basis.

ORCA input file:
```
! wB97M-V def2-TZVPD RIJCOSX def2/J DEFGRID3
* xyz 0 1
C 14.630 12.498 11.932
C 15.641 11.349 11.774
N 16.677 11.440 10.717
C 16.076 11.544 9.386
C 15.171 10.335 9.058
C 17.680 12.561 10.845
C 18.473 12.542 12.160
H 14.109 12.794 11.005
H 15.050 13.415 12.374
H 13.821 12.220 12.621
H 16.130 11.123 12.735
H 15.185 10.372 11.583
H 15.510 12.474 9.225
H 16.840 11.610 8.632
H 14.305 10.263 9.725
H 14.725 10.426 8.060
H 15.743 9.420 9.172
H 17.150 13.510 10.683
H 18.380 12.488 10.015
H 19.413 13.086 12.041
H 18.678 11.510 12.441
H 17.940 13.083 12.947
C 21.994 5.326 12.805
C 22.384 4.782 11.439
N 21.325 3.984 10.766
C 21.882 3.202 9.605
C 22.658 1.967 10.101
C 20.202 4.836 10.371
C 19.055 4.083 9.641
H 22.851 5.715 13.349
H 21.649 4.498 13.423
H 21.206 6.084 12.763
H 22.696 5.611 10.762
H 23.228 4.087 11.557
H 21.038 2.907 9.000
H 22.581 3.778 8.985
H 23.593 2.310 10.560
H 22.111 1.397 10.848
H 22.825 1.310 9.250
H 20.546 5.679 9.720
H 19.800 5.351 11.252
H 19.306 3.886 8.609
H 18.103 4.635 9.620
H 18.870 3.163 10.195
C 10.022 5.923 12.455
C 11.518 5.596 12.732
N 12.254 5.438 11.476
C 12.717 6.756 10.936
C 12.921 6.643 9.468
C 13.348 4.514 11.580
C 12.902 3.047 11.485
H 9.685 5.160 11.747
H 9.867 6.878 11.933
H 9.421 5.988 13.351
H 11.911 6.406 13.373
H 11.612 4.647 13.263
H 11.943 7.493 11.242
H 13.610 7.148 11.491
H 13.530 5.796 9.165
H 11.944 6.621 8.978
H 13.474 7.517 9.110
H 13.962 4.688 12.481
H 13.966 4.685 10.693
H 12.422 2.705 12.394
H 13.738 2.383 11.258
H 12.167 2.941 10.678
C 25.116 11.685 12.565
C 24.164 11.320 11.463
N 22.768 11.288 11.904
C 22.515 10.069 12.633
C 21.221 10.119 13.500
C 21.828 11.363 10.758
C 21.710 12.744 10.158
H 24.989 11.006 13.417
H 24.959 12.712 12.900
H 26.145 11.525 12.250
H 24.210 11.997 10.597
H 24.443 10.373 10.970
H 23.349 9.916 13.327
H 22.586 9.151 12.008
H 20.283 9.949 12.980
H 21.238 11.117 13.971
H 21.247 9.370 14.295
H 22.148 10.659 9.945
H 20.867 10.958 11.091
H 21.307 13.429 10.879
H 22.672 13.088 9.788
H 21.058 12.721 9.280
C 13.979 11.141 21.187
C 13.604 11.037 19.741
N 14.489 11.817 18.820
C 14.431 13.255 19.113
C 13.123 14.030 18.871
C 14.147 11.521 17.415
C 14.947 12.198 16.301
H 13.308 10.577 21.845
H 13.957 12.146 21.569
H 14.971 10.724 21.315
H 13.594 9.979 19.518
H 12.562 11.385 19.639
H 14.703 13.411 20.161
H 15.292 13.700 18.603
H 12.268 13.466 19.278
H 13.228 14.996 19.375
H 12.840 14.204 17.831
H 13.057 11.640 17.200
H 14.214 10.428 17.404
H 14.757 11.681 15.359
H 16.025 12.179 16.505
H 14.603 13.232 16.198
C 16.601 7.003 12.289
C 17.529 7.827 13.210
N 17.290 7.549 14.726
C 17.503 6.165 15.131
C 18.939 5.662 15.186
C 18.060 8.459 15.545
C 17.555 9.894 15.578
H 16.806 7.235 11.246
H 15.573 7.240 12.529
H 16.696 5.929 12.484
H 18.595 7.728 12.953
H 17.296 8.884 13.123
H 17.006 6.075 16.099
H 16.980 5.474 14.457
H 19.525 6.143 15.970
H 18.968 4.604 15.445
H 19.519 5.723 14.266
H 19.136 8.475 15.255
H 17.982 8.109 16.571
H 16.480 9.860 15.791
H 17.735 10.522 14.698
H 18.014 10.360 16.458
Cl 18.443 6.566 19.064
C 16.702 6.247 19.303
Cl 16.318 4.701 18.549
Cl 15.725 7.616 18.698
H 16.515 6.218 20.372
Cl 23.194 7.492 15.628
C 22.748 7.410 17.315
Cl 22.799 5.736 17.881
Cl 21.109 8.052 17.569
H 23.416 8.033 17.880
Cl 18.648 2.839 13.082
C 20.045 1.790 13.301
Cl 19.784 0.242 12.439
Cl 20.356 1.528 15.042
H 20.892 2.285 12.861
Cl 13.849 8.891 14.038
C 13.904 8.038 15.592
Cl 14.051 6.336 15.435
Cl 12.420 8.468 16.504
H 14.783 8.366 16.140
Cl 16.202 15.420 14.838
C 17.662 15.186 15.785
Cl 18.379 13.582 15.595
Cl 17.289 15.440 17.494
H 18.412 15.878 15.422
*
```

E_LUMO: 0.39 eV
E_tot: -240833.0068 eV
SMILES: CCN(CC)CC.CCN(CC)CC.CCN(CC)CC.CCN(CC)CC.CCN(CC)CC.CCN(CC)CC.ClC(Cl)Cl.ClC(Cl)Cl.ClC(Cl)Cl.ClC(Cl)Cl.ClC(Cl)Cl

=====

Entry 6:
This record from the Open Molecules 2025 dataset describes an isolated molecule of C5H10N2O at a distorted geometry. The level of theory is the ωB97M-V functional and the def2-TZVPD basis.

ORCA input file:
```
! wB97M-V def2-TZVPD RIJCOSX def2/J DEFGRID3
* xyz 0 1
H 1.750 -1.994 1.777
N 0.886 -1.632 1.377
C 0.833 -0.545 0.828
C 1.647 0.700 -0.107
O 2.438 0.103 -1.084
C 0.198 0.509 0.101
C -0.576 1.576 0.848
N -0.720 -0.093 -1.087
C -1.806 -0.986 -0.720
H 2.058 1.650 0.216
H 2.032 -0.601 -1.603
H -0.836 2.358 0.138
H -1.482 1.154 1.276
H 0.018 2.000 1.656
H -0.092 -0.561 -1.737
H -2.329 -1.325 -1.618
H -1.487 -1.872 -0.148
H -2.531 -0.442 -0.112
*
```

E_LUMO: 0.75 eV
E_tot: -10370.9776 eV
relative energy (zero: lowest compared OMol25 entry of this formula, charge and spin): 417.6 kJ/mol
SMILES: [H]/N=C1\[C@@H](O)[C@@]1(C)NC

=====

Number 1: HOMO-LUMO gap 4.52 eV. Number 2: HOMO-LUMO gap 6.23 eV. Number 3: HOMO-LUMO gap 10.15 eV. Number 4: HOMO-LUMO gap 6.15 eV. Number 5: HOMO-LUMO gap 8.59 eV. Number 6: HOMO-LUMO gap 8.16 eV.